One molecule with the formula C5H8O, computed with ωB97M-V with the def2-TZVPD basis set.

Geometry (Å):
C1 1.609 0.513 0.458
C2 0.324 0.416 -0.367
C3 -0.276 -0.976 -0.802
C4 -1.533 -0.632 -0.007
O1 -1.108 -0.416 1.337
C5 -0.983 0.652 0.402
H1 1.368 0.691 1.514
H2 2.250 1.335 0.125
H3 2.213 -0.399 0.421
H4 0.389 1.060 -1.250
H5 0.232 -1.881 -0.456
H6 -0.431 -1.033 -1.884
H7 -2.571 -0.911 -0.156
H8 -1.482 1.582 0.665

Forces on the atoms, in the same order (eV/Å):
C 0.089 -0.002 0.206
C 0.026 0.063 -0.030
C 0.054 -0.130 -0.045
C -0.262 -0.175 -0.208
O -0.009 -0.054 0.124
C 0.081 0.548 0.023
H 0.070 -0.113 -0.193
H -0.134 -0.092 0.008
H -0.137 0.064 -0.077
H -0.108 -0.078 0.137
H 0.012 0.178 -0.022
H -0.008 0.013 0.197
H 0.194 -0.092 -0.024
H 0.134 -0.130 -0.098

Output
HOMO-LUMO gap = 11.050 eV
Relative energy (zero: lowest compared OMol25 entry of this formula, charge and spin) = 51.5 kcal/mol
E_tot = -7360.0217 eV
F_max = 0.011 Eh/bohr
2S+1 = 1
SMILES = C[C@H]1C[C@H]2O[C@@H]12
E_HOMO = -9.868 eV
Molecular weight = 84.118 g/mol

=====

One molecule with the formula C5H8O, computed with ωB97M-V with the def2-TZVPD basis set.

Geometry (Å):
C1 -1.542 -1.249 0.311
C2 -1.180 0.029 0.289
C3 0.126 0.563 -0.238
C4 1.064 -0.476 -0.853
C5 0.846 1.365 0.838
O1 0.330 1.801 1.836
H1 -0.904 -2.045 -0.067
H2 -2.500 -1.551 0.724
H3 -1.850 0.783 0.699
H4 -0.100 1.312 -1.018
H5 1.312 -1.262 -0.132
H6 0.602 -0.945 -1.726
H7 1.999 -0.007 -1.178
H8 1.924 1.552 0.631

Forces on the atoms, in the same order (eV/Å):
C 0.051 0.116 -0.008
C -0.095 -0.135 -0.004
C -0.025 -0.052 0.006
C 0.038 -0.043 -0.002
C -0.162 0.176 0.268
O 0.250 -0.197 -0.418
H -0.088 0.139 0.023
H 0.135 0.069 -0.062
H 0.088 -0.119 -0.038
H 0.026 -0.063 0.110
H -0.024 0.111 -0.090
H 0.063 0.060 0.139
H -0.142 -0.063 0.051
H -0.114 0.001 0.026

Output
HOMO-LUMO gap = 10.595 eV
Relative energy (zero: lowest compared OMol25 entry of this formula, charge and spin) = 25.4 kcal/mol
E_tot = -7361.1536 eV
F_max = 0.010 Eh/bohr
2S+1 = 1
SMILES = C=C[C@H](C)C=O
E_HOMO = -9.668 eV
Molecular weight = 84.118 g/mol

=====

C5H8O as an isolated structure, computed with ωB97M-V with the def2-TZVPD basis set.

Geometry (Å):
C1 1.722 0.092 -0.516
C2 0.568 0.189 0.447
C3 -0.125 -1.123 0.538
C4 -1.224 -0.322 -0.246
O1 -2.387 -0.377 0.484
C5 -0.530 1.025 -0.176
H1 1.373 -0.293 -1.494
H2 2.175 1.076 -0.686
H3 2.490 -0.594 -0.141
H4 -2.576 0.461 0.926
H5 -0.636 -1.433 1.446
H6 0.440 -1.949 0.106
H7 -1.106 1.748 0.407
H8 -0.184 1.499 -1.095

Forces on the atoms, in the same order (eV/Å):
C 0.335 0.116 0.160
C 0.847 0.171 -0.355
C -0.375 -0.170 -0.131
C -0.321 -0.126 0.406
O -0.256 -0.008 0.062
C -0.050 0.032 -0.029
H 0.032 0.063 0.186
H -0.051 -0.159 -0.008
H -0.102 0.091 -0.089
H -0.131 0.025 -0.269
H 0.168 0.005 -0.037
H -0.066 0.110 -0.002
H 0.042 -0.110 -0.009
H -0.074 -0.039 0.115

Output
HOMO-LUMO gap (spin up / spin down) = 8.288 / 8.098 eV
Relative energy (zero: lowest compared OMol25 entry of this formula, charge and spin) = 107.3 kcal/mol
E_tot = -7357.6038 eV
F_max = 0.018 Eh/bohr
2S+1 = 1
E_HOMO (spin up / spin down) = -7.939 / -7.793 eV
Molecular weight = 84.118 g/mol

=====

One molecule with the formula C5H8O in a non-equilibrium geometry, computed with ωB97M-V with the def2-TZVPD basis set.

Geometry (Å):
C1 -0.104 1.312 0.088
C2 1.116 0.773 0.070
C3 1.372 -0.688 0.253
O1 0.219 -1.499 0.177
C4 -0.892 -0.998 -0.507
C5 -1.346 0.451 0.228
H1 -0.188 2.382 -0.123
H2 1.998 1.382 -0.113
H3 1.816 -0.879 1.240
H4 2.091 -1.034 -0.502
H5 -1.531 -1.896 -0.586
H6 -0.840 -0.394 -1.370
H7 -2.213 1.073 -0.099
H8 -1.545 0.108 1.228

Forces on the atoms, in the same order (eV/Å):
C 0.144 -0.326 0.040
C -0.103 0.072 0.037
C 0.194 0.130 -0.066
O -0.023 0.166 -0.256
C -1.495 1.861 1.444
C 0.184 -1.036 0.409
H -0.200 -0.356 0.202
H -0.120 0.016 0.041
H -0.036 0.042 -0.178
H 0.033 0.087 0.045
H -0.356 1.111 0.123
H 1.424 -1.074 -2.409
H 0.390 -1.162 -0.263
H -0.037 0.469 0.831

Output
HOMO-LUMO gap = 10.350 eV
Relative energy (zero: lowest compared OMol25 entry of this formula, charge and spin) = 52.6 kcal/mol
E_tot = -7359.9736 eV
F_max = 0.058 Eh/bohr
2S+1 = 1
SMILES = C1=CCOCC1
E_HOMO = -9.269 eV
Molecular weight = 84.118 g/mol

=====

One molecule with the formula C5H8O, computed with ωB97M-V with the def2-TZVPD basis set.

Geometry (Å):
C1 1.726 -0.218 -0.446
C2 0.355 0.057 0.075
C3 -0.768 0.847 -0.638
C4 -1.230 0.437 0.763
C5 -0.719 -0.982 0.517
O1 0.106 0.826 1.291
H1 2.231 0.699 -0.764
H2 1.599 -0.872 -1.317
H3 2.328 -0.732 0.308
H4 -0.630 1.922 -0.763
H5 -1.197 0.364 -1.522
H6 -2.057 0.787 1.377
H7 -0.591 -1.590 1.416
H8 -1.135 -1.559 -0.314

Forces on the atoms, in the same order (eV/Å):
C 0.008 -0.002 0.070
C 0.334 -0.397 -0.435
C -0.069 0.140 -0.166
C -0.426 0.242 0.318
C 0.034 -0.156 -0.043
O -0.145 -0.040 0.122
H -0.073 -0.125 0.100
H 0.196 0.087 0.128
H -0.008 0.050 -0.118
H 0.266 -0.137 -0.023
H -0.175 0.097 0.259
H -0.140 -0.084 -0.217
H 0.445 0.204 -0.180
H -0.248 0.122 0.187

Output
HOMO-LUMO gap = 10.450 eV
Relative energy (zero: lowest compared OMol25 entry of this formula, charge and spin) = 65.1 kcal/mol
E_tot = -7359.4324 eV
F_max = 0.013 Eh/bohr
2S+1 = 1
E_HOMO = -9.416 eV
Molecular weight = 84.118 g/mol

=====

One molecule with the formula C5H8O, computed with ωB97M-V with the def2-TZVPD basis set.

Geometry (Å):
C1 -0.277 -2.470 0.474
C2 -0.212 -1.283 0.275
C3 -0.155 0.189 0.128
C4 1.291 0.693 0.308
C5 -0.724 0.607 -1.226
O1 -1.016 0.781 1.099
H1 -0.351 -3.521 0.644
H2 1.872 0.048 0.973
H3 1.813 0.738 -0.652
H4 1.256 1.701 0.732
H5 -1.772 0.305 -1.293
H6 -0.163 0.134 -2.038
H7 -0.658 1.694 -1.335
H8 -0.809 0.389 1.958

Forces on the atoms, in the same order (eV/Å):
C 0.018 0.456 -0.108
C -0.013 -0.513 0.118
C 0.090 -0.070 -0.206
C 0.093 0.026 0.000
C -0.010 0.008 -0.076
O 0.019 -0.058 0.310
H 0.035 0.177 -0.050
H -0.153 0.113 -0.021
H -0.063 -0.070 0.107
H -0.021 -0.135 -0.138
H 0.145 0.046 0.001
H -0.072 0.063 0.121
H -0.002 -0.142 0.063
H -0.067 0.100 -0.121

Output
HOMO-LUMO gap = 11.133 eV
Relative energy (zero: lowest compared OMol25 entry of this formula, charge and spin) = 46.9 kcal/mol
E_tot = -7360.2230 eV
F_max = 0.010 Eh/bohr
2S+1 = 1
SMILES = C#CC(C)(C)O
E_HOMO = -10.178 eV
Molecular weight = 84.118 g/mol

=====

C5H8O as an isolated structure, computed with ωB97M-V with the def2-TZVPD basis set.

Geometry (Å):
C1 1.480 1.163 -0.051
C2 0.352 0.169 0.029
C3 -0.570 -0.090 -1.128
C4 -1.153 0.024 0.248
C5 -0.773 -1.265 0.960
O1 0.636 -1.014 0.773
H1 1.733 1.649 0.895
H2 2.365 0.601 -0.380
H3 1.290 1.926 -0.811
H4 -0.621 -1.045 -1.647
H5 -0.714 0.792 -1.749
H6 -1.986 0.668 0.510
H7 -1.051 -2.192 0.444
H8 -1.059 -1.336 2.013

Forces on the atoms, in the same order (eV/Å):
C -0.090 0.008 0.049
C 0.208 0.241 -0.252
C 0.021 -0.061 -0.203
C -0.176 0.078 0.133
C -0.242 -0.175 0.090
O 0.132 -0.149 -0.131
H -0.178 -0.126 -0.033
H -0.182 0.075 0.072
H -0.081 -0.092 0.191
H 0.158 0.061 0.027
H 0.023 -0.182 0.024
H 0.323 0.058 0.021
H -0.151 0.128 0.093
H 0.237 0.135 -0.081

Output
HOMO-LUMO gap = 10.152 eV
Relative energy (zero: lowest compared OMol25 entry of this formula, charge and spin) = 53.9 kcal/mol
E_tot = -7359.9196 eV
F_max = 0.008 Eh/bohr
2S+1 = 1
E_HOMO = -9.012 eV
Molecular weight = 84.118 g/mol

=====

One molecule with the formula C5H8O, computed with ωB97M-V with the def2-TZVPD basis set.

Geometry (Å):
O1 0.491 -1.008 -2.100
C1 -0.758 -0.668 -1.684
C2 -1.089 -0.460 -0.416
C3 -0.174 -0.261 0.741
C4 -0.062 1.216 1.014
C5 1.180 0.425 0.769
H1 0.981 -1.214 -1.290
H2 -1.468 -0.565 -2.500
H3 -2.116 -0.199 -0.175
H4 -0.336 -0.920 1.594
H5 -0.390 1.826 0.175
H6 -0.334 1.592 1.990
H7 1.774 0.619 -0.121
H8 1.772 0.218 1.658

Forces on the atoms, in the same order (eV/Å):
O 0.192 -0.083 0.135
C -0.272 -0.055 0.086
C 0.007 -0.007 -0.222
C -0.242 0.004 0.122
C -0.085 0.277 0.218
C 0.160 -0.032 -0.039
H 0.164 0.063 -0.261
H 0.139 -0.158 0.090
H 0.022 -0.128 -0.246
H -0.104 0.253 -0.082
H -0.025 -0.069 0.304
H 0.321 0.102 0.106
H -0.247 -0.016 0.050
H -0.029 -0.150 -0.260

Output
HOMO-LUMO gap = 9.626 eV
Relative energy (zero: lowest compared OMol25 entry of this formula, charge and spin) = 43.9 kcal/mol
E_tot = -7360.3520 eV
F_max = 0.007 Eh/bohr
2S+1 = 1
SMILES = O/C=C\C1CC1
E_HOMO = -8.576 eV
Molecular weight = 84.118 g/mol

=====

One molecule with the formula C5H8O, computed with ωB97M-V with the def2-TZVPD basis set.

Geometry (Å):
C1 0.553 -1.478 0.777
C2 0.468 -0.993 -0.460
C3 -0.094 0.404 -0.654
C4 0.637 1.506 0.116
C5 -1.494 -0.020 -0.206
O1 -2.175 -0.744 -0.893
H1 0.509 -0.812 1.636
H2 0.579 -2.538 0.988
H3 0.477 -1.645 -1.332
H4 -0.189 0.677 -1.708
H5 0.938 1.193 1.120
H6 1.556 1.769 -0.420
H7 0.040 2.419 0.212
H8 -1.804 0.261 0.824

Forces on the atoms, in the same order (eV/Å):
C 0.272 -0.074 -0.070
C 0.104 -0.190 0.248
C 0.012 -0.010 -0.094
C -0.058 0.016 0.067
C -0.375 0.052 -0.326
O -0.188 0.686 0.244
H -0.114 -0.163 -0.062
H 0.447 -0.005 -0.069
H -0.012 0.049 0.234
H 0.194 -0.179 0.056
H -0.150 0.027 -0.149
H -0.189 -0.071 0.088
H -0.004 -0.157 -0.063
H 0.061 0.017 -0.103

Output
HOMO-LUMO gap = 10.538 eV
Relative energy (zero: lowest compared OMol25 entry of this formula, charge and spin) = 37.7 kcal/mol
E_tot = -7360.6203 eV
F_max = 0.015 Eh/bohr
2S+1 = 1
SMILES = C=C[C@H](C)C=O
E_HOMO = -9.482 eV
Molecular weight = 84.118 g/mol

=====

C5H8O as an isolated structure in a non-equilibrium geometry, computed with ωB97M-V with the def2-TZVPD basis set.

Geometry (Å):
C1 -1.158 0.827 -0.451
C2 -1.400 -0.304 0.522
C3 0.002 0.053 0.051
C4 0.952 -0.872 -0.644
O1 1.969 -0.825 0.361
C5 1.508 0.430 0.812
H1 -1.412 0.695 -1.498
H2 -1.325 1.836 -0.071
H3 -1.778 -0.058 1.516
H4 -1.821 -1.234 0.127
H5 0.626 -1.892 -0.828
H6 1.294 -0.377 -1.564
H7 0.646 0.473 1.458
H8 1.898 1.249 0.210

Forces on the atoms, in the same order (eV/Å):
C 0.171 0.088 -0.329
C 0.437 -0.052 0.161
C 0.358 0.004 -1.048
C -0.212 -0.575 -0.721
O -0.188 -0.110 0.094
C -2.850 0.307 -1.379
H -0.180 0.037 0.063
H 0.165 -0.223 -0.096
H 0.274 0.058 -0.192
H 0.292 0.261 0.121
H 0.001 -0.206 -0.193
H 0.163 -0.294 -0.073
H 1.563 0.431 2.936
H 0.004 0.275 0.655

Output
HOMO-LUMO gap = 9.746 eV
Relative energy (zero: lowest compared OMol25 entry of this formula, charge and spin) = 112.9 kcal/mol
E_tot = -7357.3614 eV
F_max = 0.065 Eh/bohr
2S+1 = 1
E_HOMO = -8.729 eV
Molecular weight = 84.118 g/mol

=====

C5H8O as an isolated structure in a non-equilibrium geometry, computed with ωB97M-V with the def2-TZVPD basis set.

Geometry (Å):
C1 1.264 1.067 0.059
C2 1.682 0.743 1.265
C3 0.582 -0.286 -0.108
C4 0.989 -0.631 1.172
C5 -0.229 -0.968 -1.210
O1 -2.397 0.549 0.623
H1 1.323 1.846 -0.767
H2 2.334 1.402 1.910
H3 -2.709 1.393 0.337
H4 1.061 -1.405 2.003
H5 0.255 -0.422 -2.046
H6 -1.266 -0.496 -1.153
H7 -0.217 -2.016 -1.178
H8 -1.411 0.639 0.649

Forces on the atoms, in the same order (eV/Å):
C -0.222 1.627 -2.671
C 1.498 2.775 0.509
C -0.756 -3.617 2.749
C -0.054 -0.554 -0.164
C 0.212 4.638 0.751
O 1.446 -0.639 0.282
H 0.275 -0.696 1.707
H -0.864 -1.365 -0.330
H -0.358 0.901 -0.253
H -0.650 0.659 -1.844
H -0.465 -1.278 -0.537
H 1.050 -1.050 -0.165
H 0.068 -1.229 -0.211
H -1.180 -0.174 0.178

Output
HOMO-LUMO gap (spin up / spin down) = 7.743 / 7.743 eV
Relative energy (zero: lowest compared OMol25 entry of this formula, charge and spin) = 110.4 kcal/mol
E_tot = -7357.4662 eV
F_max = 0.091 Eh/bohr
2S+1 = 1
E_HOMO (spin up / spin down) = -7.528 / -7.528 eV
Molecular weight = 84.118 g/mol

=====

One molecule with the formula C5H8O in a non-equilibrium geometry, computed with ωB97M-V with the def2-TZVPD basis set.

Geometry (Å):
C1 -1.040 -0.652 -1.218
C2 -0.088 -0.163 -0.172
C3 1.405 -0.394 0.004
C4 0.591 0.296 1.463
C5 -0.159 1.198 0.476
O1 -0.282 -0.824 1.137
H1 -0.841 -1.694 -1.473
H2 -1.001 -0.039 -2.122
H3 -2.053 -0.586 -0.802
H4 1.569 -1.476 -0.266
H5 2.240 0.222 -0.308
H6 0.473 0.608 2.544
H7 -1.181 1.470 0.771
H8 0.336 2.037 -0.018

Forces on the atoms, in the same order (eV/Å):
C 0.025 -0.102 -0.171
C -0.436 -0.184 -0.500
C 0.203 0.625 0.803
C -0.336 -0.822 -0.311
C -0.028 0.118 -0.201
O -1.803 0.295 0.245
H -0.012 0.030 -0.055
H 0.085 -0.075 0.054
H 0.225 -0.023 -0.121
H 0.346 0.834 1.577
H -0.340 0.404 -0.761
H 1.600 -0.813 -0.889
H 0.295 -0.097 0.247
H 0.175 -0.191 0.082

Output
HOMO-LUMO gap = 9.911 eV
Relative energy (zero: lowest compared OMol25 entry of this formula, charge and spin) = 101.1 kcal/mol
E_tot = -7357.8693 eV
F_max = 0.039 Eh/bohr
2S+1 = 1
E_HOMO = -8.906 eV
Molecular weight = 84.118 g/mol